Record 1
The following is a quantum chemistry calculation of 2 unconnected molecules or ions with the total composition C6H12O3 in a non-equilibrium geometry, from the Open Molecules 2025 dataset.

Geometry as XYZ:
```
21
Properties=species:S:1:pos:R:3:forces:R:3
C -1.667 0.891 -1.015 0.30 0.15 -0.14
C -0.999 0.229 0.164 0.66 0.29 -0.21
C -1.693 -1.010 0.663 0.16 -0.07 0.15
C 0.128 0.722 0.715 -0.60 -0.64 -0.47
C 0.854 0.124 1.888 -0.01 0.07 -0.05
O 0.699 1.867 0.182 0.29 0.11 0.39
H -1.998 0.142 -1.743 -0.03 0.03 0.20
H -0.999 1.571 -1.554 -0.11 0.02 0.24
H -2.540 1.459 -0.681 -0.02 0.00 -0.13
H -0.985 -1.794 0.944 -0.10 0.08 0.15
H -2.325 -0.771 1.524 -0.02 -0.20 0.01
H -2.333 -1.445 -0.113 0.10 0.21 0.10
H 0.734 -0.961 1.951 -0.15 0.18 0.00
H 0.492 0.570 2.819 0.11 -0.10 0.03
H 1.931 0.310 1.817 -0.06 0.06 -0.01
H 1.550 2.029 0.625 -0.52 -0.13 -0.29
O 0.864 -1.538 -2.145 1.26 0.10 0.92
C 1.849 -1.191 -1.523 -1.19 0.04 -0.85
O 2.333 0.060 -1.577 -0.44 -0.17 -0.11
H 2.451 -1.819 -0.850 -0.10 0.02 -0.19
H 1.656 0.555 -2.088 0.46 -0.03 0.26
```
Positions in Å, forces in eV/Å.

Calculated values
Orbital gap in eV: 8.8
Maximum force in eV/A: 1.6
Structure (SMILES): CC(C)=C(C)O.O=CO

Atom charges from the Löwdin analysis, given in e for atoms 1 to 8: atom 1 (C): -0.056, atom 2 (C): -0.305, atom 3 (C): -0.061, atom 4 (C): -0.365, atom 5 (C): -0.026, atom 6 (O): 0.001, atom 7 (H): 0.077, atom 8 (H): 0.070


Record 2
The following is a quantum chemistry calculation of a molecular structure, C11H5F6N7O7PdS2Se in a non-equilibrium geometry, from the Open Molecules 2025 dataset.

Geometry as XYZ:
```
40
Properties=species:S:1:pos:R:3:forces:R:3
Pd 0.106 -0.748 -0.920 -0.55 -0.63 -0.72
F 2.836 -5.295 -1.345 0.00 0.00 0.01
C 1.529 -5.090 -1.432 -0.05 -0.02 0.03
F 0.889 -5.986 -0.697 -0.01 -0.01 -0.01
F 1.148 -5.202 -2.699 0.01 0.00 0.00
S 1.121 -3.387 -0.870 0.20 0.11 0.07
O -0.307 -3.187 -1.054 0.08 0.01 0.09
O 1.928 -2.477 -1.660 -0.01 -0.01 0.01
N 1.558 -3.470 0.640 -0.08 0.10 -0.06
S 1.292 -2.134 1.446 0.09 0.05 0.05
O 2.113 -1.024 1.008 -0.01 0.01 0.05
O -0.106 -1.808 1.601 0.03 0.00 0.04
C 1.908 -2.643 3.102 0.02 -0.02 -0.02
F 3.206 -2.916 3.053 0.01 -0.01 0.00
F 1.706 -1.629 3.939 0.01 0.00 -0.01
F 1.250 -3.708 3.536 -0.01 0.00 0.01
O -0.204 -0.809 -3.028 0.06 0.08 0.05
O -1.429 -0.206 -3.325 -0.01 -0.03 0.07
Se -2.495 2.207 -4.073 -0.06 -0.03 -0.08
N -1.808 3.611 -3.270 0.06 -0.01 0.07
C -0.852 3.243 -2.454 -0.04 0.07 -0.06
C -0.087 4.150 -1.644 0.18 0.00 0.02
C 0.831 3.625 -0.816 0.09 0.37 -0.44
C 1.005 2.198 -0.740 0.00 -0.16 -0.05
N 0.375 1.337 -1.487 0.21 -0.05 -0.01
C -0.555 1.835 -2.345 -0.02 -0.09 0.03
N -1.341 1.132 -3.146 0.08 0.10 0.02
H -0.291 5.209 -1.711 0.01 0.00 0.00
H 1.425 4.239 -0.157 0.00 0.00 -0.01
H 1.710 1.787 -0.031 0.08 0.00 -0.10
N -1.237 2.926 3.024 0.08 0.01 -0.14
C -1.165 2.223 1.865 -0.34 -0.21 0.32
O -0.247 2.432 1.052 -0.34 0.04 0.70
C -2.196 1.231 1.641 -0.01 0.14 -0.05
C -2.090 0.474 0.497 0.06 -0.22 0.00
N -1.943 -0.143 -0.485 0.14 0.39 0.03
C -3.226 0.992 2.582 0.08 0.01 0.07
N -4.041 0.870 3.389 0.00 0.00 0.01
H -1.878 2.654 3.750 -0.02 0.00 -0.01
H -0.439 3.487 3.264 -0.01 0.01 0.03
```
Positions in Å, forces in eV/Å.

Calculated values
Orbital gap (alpha / beta) in eV: 5.6 / 5.6
<S²>: 2.008
Maximum force in eV/A: 1.1
Spin multiplicity: 3

Atom charges from the Löwdin analysis, given in e for atoms 1 to 8: atom 1 (Pd): 1.051, atom 2 (F): 0.160, atom 3 (C): -0.692, atom 4 (F): 0.161, atom 5 (F): 0.157, atom 6 (S): 0.580, atom 7 (O): -0.312, atom 8 (O): -0.307


Record 3
The following is a quantum chemistry calculation of 14 unconnected molecules or ions with the total composition C16H60N10O14 in a non-equilibrium geometry, from the Open Molecules 2025 dataset.

Geometry as XYZ:
```
100
Properties=species:S:1:pos:R:3:forces:R:3
C -1.704 -0.933 3.459 -2.63 -1.92 -0.22
C -2.169 0.535 3.520 -0.96 -0.79 2.97
O -2.147 1.192 2.308 0.74 2.26 -1.77
H -0.833 -1.147 2.900 1.55 0.56 -0.30
H -2.449 -1.524 2.746 1.06 0.93 2.01
H -1.582 -1.504 4.491 -0.62 1.51 -2.12
H -1.716 1.039 4.394 0.86 0.28 -0.73
H -3.206 0.650 3.822 -0.53 -1.06 0.41
H -2.517 2.125 2.380 0.55 -1.93 0.01
C 0.333 3.355 -4.251 0.80 0.50 0.35
C 0.271 2.545 -2.991 -0.05 -0.15 -0.12
O -1.037 2.096 -2.793 -1.37 -0.39 -1.24
H 1.354 3.716 -4.463 -0.28 -0.41 0.03
H -0.234 4.230 -4.039 -0.68 0.91 -0.18
H -0.098 2.878 -5.101 -0.16 -0.56 -0.67
H 0.390 3.236 -2.194 1.32 0.51 0.99
H 1.009 1.746 -2.996 0.11 -0.12 0.29
H -1.127 1.474 -2.077 0.25 -0.42 0.65
C -5.603 -0.550 1.592 -2.63 5.57 4.48
O -6.026 0.383 2.500 0.92 -4.63 -3.63
N -6.296 -1.299 0.770 -3.31 -0.74 0.08
N -4.353 -0.593 1.321 4.85 -1.74 -1.82
H -7.298 -1.251 1.013 0.85 -0.59 -1.03
H -5.810 -1.816 0.010 -1.24 0.29 1.18
H -3.725 -0.094 1.880 0.57 0.82 0.95
H -3.868 -1.358 0.710 -1.19 1.44 1.29
C 5.586 -0.105 -1.115 -0.12 9.39 -2.83
O 6.075 1.128 -1.606 -1.40 -6.43 2.18
N 6.211 -1.132 -0.780 10.42 -4.46 -0.16
N 4.366 -0.272 -0.805 -5.85 5.00 -0.91
H 7.230 -1.161 -1.124 -1.91 0.28 0.98
H 5.877 -2.046 -0.866 -1.19 -1.12 -0.17
H 3.735 0.586 -1.044 0.69 -0.87 0.48
H 3.898 -1.044 -0.419 0.12 -1.08 -0.15
C 3.447 3.217 -1.103 -4.13 -4.89 0.20
O 2.909 1.990 -1.170 0.93 3.74 0.78
N 2.805 4.270 -0.655 -4.58 -0.74 2.57
N 4.612 3.399 -1.549 6.46 1.20 -1.29
H 1.845 4.126 -0.195 2.01 0.46 -1.15
H 3.016 5.194 -0.884 0.70 1.26 -0.40
H 5.206 2.564 -1.642 -0.35 -0.51 -0.39
H 5.235 4.176 -1.252 -1.39 -0.47 -0.29
C -3.825 -3.155 -0.770 -2.21 -8.63 2.24
O -3.819 -4.501 -0.382 -0.11 6.80 -2.49
N -3.036 -2.291 -0.256 5.41 1.05 2.42
N -4.858 -2.586 -1.371 -3.14 -0.72 -2.50
H -2.298 -2.720 0.392 -0.66 0.47 -0.93
H -2.646 -1.557 -0.822 -0.09 0.52 -0.47
H -5.613 -3.240 -1.680 1.13 1.11 0.11
H -4.926 -1.578 -1.590 0.38 -1.14 -0.05
C 2.717 -1.994 1.441 -8.80 0.71 4.93
O 1.420 -2.339 1.836 6.27 1.24 -1.78
N 3.321 -0.930 1.882 0.35 3.47 2.42
N 3.415 -2.605 0.594 3.66 -4.20 -4.24
H 2.899 -0.414 2.713 1.34 -0.81 -1.78
H 4.046 -0.478 1.273 -1.01 -0.36 1.40
H 3.070 -3.393 0.102 -0.53 -0.64 -0.15
H 4.437 -2.534 0.578 -0.87 -0.03 0.48
C -0.565 -1.653 -2.669 1.64 1.08 1.54
O -1.880 -1.247 -2.786 -0.79 -0.06 2.75
H -0.493 -2.116 -1.637 0.46 0.19 -1.65
H 0.142 -0.756 -2.773 -0.72 -0.97 0.57
H -0.304 -2.264 -3.502 0.38 -1.19 -0.22
H -1.986 -1.146 -3.678 -1.17 0.76 -3.46
C -3.697 2.802 -0.353 -0.82 -0.60 -1.00
O -4.724 1.862 0.002 -0.39 1.90 -0.77
H -4.097 3.745 -0.836 -0.13 -0.95 1.32
H -3.112 2.426 -1.167 0.60 -0.58 -0.56
H -2.984 2.983 0.437 0.05 0.51 0.61
H -4.463 1.044 0.437 0.75 0.13 0.01
C 0.116 3.113 1.414 0.10 -0.31 0.02
O 0.342 4.455 1.075 -0.43 1.44 -0.20
H -0.477 2.638 0.643 -0.71 -0.22 0.17
H -0.298 3.103 2.426 -0.07 -0.66 -0.19
H 1.053 2.559 1.359 0.25 0.27 0.32
H -0.507 4.935 1.187 0.96 -0.41 -0.29
C 2.842 -2.137 -2.467 0.69 -0.93 3.27
O 2.518 -2.689 -3.651 -0.86 -0.48 -2.36
H 3.899 -2.419 -2.186 -0.51 0.96 -0.38
H 2.286 -2.610 -1.620 -0.17 -0.16 -0.93
H 2.554 -1.110 -2.310 0.55 0.68 -0.47
H 2.666 -2.052 -4.366 -0.02 -0.29 0.27
C 0.076 -0.269 0.006 0.82 -1.17 -0.10
O -1.190 0.347 -0.269 0.66 -0.46 -0.79
H 0.305 -0.049 1.030 0.56 0.21 0.50
H 0.963 0.024 -0.655 -1.54 0.27 0.65
H 0.074 -1.404 -0.015 -0.45 1.39 -0.07
H -1.556 0.616 0.585 -0.04 0.08 0.07
C 1.269 0.701 3.706 1.41 2.88 -0.04
O 2.646 0.807 4.099 0.40 -0.93 0.10
H 1.334 0.772 2.623 -0.96 -0.18 0.00
H 0.811 1.600 4.147 -0.63 -0.49 -0.54
H 0.843 -0.172 4.078 -0.74 -1.54 0.43
H 2.758 1.587 4.624 0.23 0.41 0.33
C -0.542 -4.649 0.916 1.10 1.26 0.98
O -1.078 -3.302 1.244 0.03 -2.30 -0.03
H 0.187 -4.975 1.695 -0.34 0.60 -0.46
H 0.000 -4.555 -0.034 -0.34 -0.36 0.09
H -1.284 -5.429 0.933 -0.77 0.33 -0.46
H -0.364 -2.824 1.667 0.65 0.15 0.04
```
Positions in Å, forces in eV/Å.

Calculated values
Orbital gap in eV: 8.3
Maximum force in eV/A: 11.3

Atom charges from the Löwdin analysis, given in e for atoms 1 to 8: atom 1 (C): -0.060, atom 2 (C): -0.336, atom 3 (O): -0.126, atom 4 (H): 0.004, atom 5 (H): 0.101, atom 6 (H): 0.135, atom 7 (H): 0.110, atom 8 (H): 0.110


Record 4
The following is a quantum chemistry calculation of C13H24FNO4S in the gas phase, from the Open Molecules 2025 dataset.

Geometry as XYZ:
```
44
Properties=species:S:1:pos:R:3:forces:R:3
C 4.384 -1.152 0.548 -0.28 0.28 0.13
C 3.719 -0.421 -0.595 0.39 0.23 -0.45
O 4.344 -0.090 -1.582 -0.46 -0.38 0.36
N 2.321 -0.159 -0.440 0.31 0.10 -0.19
C 2.087 1.237 0.041 0.06 -0.72 0.39
C 0.959 1.290 1.073 0.06 0.29 -0.13
C 0.151 2.605 1.039 0.30 -0.26 0.45
C -1.348 2.425 1.254 -0.04 0.60 -0.21
C -2.146 1.746 0.124 0.09 -0.62 0.26
C -1.808 2.374 -1.222 -0.54 0.49 -0.08
O -2.250 1.576 -2.339 0.51 -0.11 -0.10
S -0.949 0.827 -3.008 -0.13 -0.29 0.50
O -1.521 -0.205 -3.829 -0.13 0.05 -0.24
O -0.422 0.116 -1.624 -0.17 0.34 -0.43
C -1.451 -0.613 -0.921 -0.09 -0.70 0.52
C -0.811 -1.953 -0.498 -0.43 0.20 -0.48
C -1.396 -2.618 0.732 0.49 -0.37 -0.03
C -1.167 -4.127 0.756 0.15 0.27 0.35
F -0.751 -2.073 1.864 -0.19 0.06 -0.02
C -2.074 0.187 0.229 0.03 0.43 -0.10
H 5.217 -0.554 0.913 0.11 -0.09 0.02
H 3.676 -1.352 1.346 0.02 0.04 0.09
H 4.768 -2.101 0.181 0.10 -0.01 -0.09
H 1.911 -0.238 -1.364 -0.07 0.11 -0.04
H 3.013 1.579 0.505 0.06 0.21 -0.10
H 1.884 1.880 -0.814 0.00 0.11 -0.04
H 0.338 0.409 0.937 -0.02 0.11 -0.09
H 1.398 1.200 2.068 -0.03 -0.21 0.05
H 0.515 3.234 1.854 -0.02 0.12 -0.04
H 0.374 3.172 0.134 -0.08 -0.04 -0.07
H -1.786 3.415 1.413 0.04 0.04 0.01
H -1.495 1.891 2.194 -0.15 -0.13 -0.03
H -3.189 2.003 0.310 -0.06 -0.04 0.00
H -0.753 2.614 -1.340 0.08 -0.14 0.03
H -2.348 3.318 -1.302 0.05 0.03 -0.06
H -2.247 -0.859 -1.621 0.07 0.18 -0.18
H 0.262 -1.806 -0.382 0.06 -0.07 0.31
H -0.942 -2.640 -1.338 0.08 -0.02 -0.04
H -2.460 -2.415 0.840 -0.06 0.16 0.12
H -2.036 -4.665 0.385 0.02 -0.04 -0.19
H -1.000 -4.427 1.790 -0.13 -0.04 0.03
H -0.276 -4.403 0.196 -0.01 -0.04 -0.12
H -1.598 -0.042 1.179 0.06 -0.14 -0.10
H -3.095 -0.187 0.313 -0.04 0.01 0.03
```
Positions in Å, forces in eV/Å.

Calculated values
Orbital gap in eV: 10.1
Maximum force in eV/A: 0.9

Atom charges from the Löwdin analysis, given in e for atoms 1 to 8: atom 1 (C): -0.003, atom 2 (C): -0.507, atom 3 (O): 0.084, atom 4 (N): 0.019, atom 5 (C): -0.175, atom 6 (C): -0.159, atom 7 (C): -0.190, atom 8 (C): -0.165


Record 5
The following is a quantum chemistry calculation of a molecular structure, C6H15Br2MnNO2 in a non-equilibrium geometry, from the Open Molecules 2025 dataset.

Geometry as XYZ:
```
27
Properties=species:S:1:pos:R:3:forces:R:3
Mn 0.460 0.282 -0.555 -0.64 -1.55 2.91
Br -0.148 0.588 -2.395 -3.56 1.72 -11.29
Br 2.270 0.720 0.188 9.34 2.09 3.88
C 1.901 -2.372 -1.788 1.54 -0.51 0.66
O 1.106 -1.693 -0.826 -0.58 -2.24 -1.13
C -0.088 -2.380 -0.499 0.85 -1.89 -0.08
C -0.585 -1.770 0.736 -2.16 0.11 1.14
N -0.997 -0.405 0.410 -2.58 0.03 3.39
C -1.007 0.472 1.581 0.05 1.21 1.54
C -1.076 1.973 1.214 -0.36 -1.97 -1.54
O -0.193 2.094 0.098 -0.51 4.16 1.97
C 0.112 3.509 -0.090 0.06 -0.43 -1.12
H 2.827 -1.802 -1.875 -0.27 0.28 -0.27
H 1.523 -2.657 -2.770 -0.80 0.78 0.05
H 2.229 -3.315 -1.350 -0.09 -0.27 0.25
H 0.145 -3.422 -0.278 0.19 -0.30 -0.05
H -0.840 -2.417 -1.287 0.06 0.50 -0.32
H 0.095 -1.821 1.586 0.34 0.32 -0.34
H -1.515 -2.220 1.085 0.12 -0.90 0.02
H -1.970 -0.396 0.138 -0.03 -0.31 -0.85
H -0.095 0.361 2.168 0.06 -0.43 -0.13
H -1.861 0.271 2.227 -0.10 -0.21 0.27
H -0.819 2.614 2.057 -0.12 0.00 -0.10
H -2.061 2.124 0.773 -0.43 0.69 0.57
H -0.783 4.000 -0.473 -0.15 0.10 0.22
H 0.870 3.634 -0.863 0.00 -0.54 -0.01
H 0.499 4.030 0.786 -0.20 -0.45 0.37
```
Positions in Å, forces in eV/Å.

Calculated values
Orbital gap (alpha / beta) in eV: 6.7 / 9.1
<S²>: 8.762
Maximum force in eV/A: 12.0
Spin multiplicity: 6

Atom charges from the Löwdin analysis, given in e for atoms 1 to 8: atom 1 (Mn): -0.424, atom 2 (Br): 0.334, atom 3 (Br): 0.338, atom 4 (C): -0.085, atom 5 (O): -0.404, atom 6 (C): -0.236, atom 7 (C): -0.178, atom 8 (N): -0.194


Number 1: electronic energy -461.52408 a.u.. Number 2: electronic energy -5256.74344 a.u.. Number 3: electronic energy -2246.28350 a.u.. Number 4: electronic energy -1363.48164 a.u.. Number 5: electronic energy -6741.75227 a.u..